Here is a structure of composition C4H9NO3 at a distorted geometry from the OMol25 dataset. Energies are from wB97M-V/def2-TZVPD.

Each line ends with the natural charge from an NBO analysis.
Geometry (Å):
O 0.57 2.21 2.54  -1.14
C 0.38 0.10 -2.01  0.18
N -0.87 0.46 -1.81  -0.29
C -0.67 -0.15 -0.57  -0.13
C -0.53 -2.05 -0.49  0.13
O 0.66 -2.33 -0.42  -0.47
C 0.35 0.43 0.51  -0.05
O -0.20 0.18 1.70  -0.70
H 1.01 0.96 -2.24  0.22
H 0.61 -0.84 -2.50  0.22
H -1.64 -0.02 -0.12  0.31
H -1.14 -2.01 0.44  0.20
H -1.11 -2.31 -1.39  0.14
H 0.69 2.76 3.32  0.46
H 1.36 0.00 0.41  0.18
H 0.38 1.52 0.35  0.25
H 0.15 1.07 2.28  0.50

* energy relative to the best compared isomer or geometry (same formula, charge and spin): 260.25 kcal/mol
* energy: -11916.256 eV
* spin multiplicity: 1
* LUMO energy: -3.417 eV
* frontier orbital gap: 5.00 eV